Molecular formula: C5H13N2
Method: DFT, the ωB97M-V functional and the def2-TZVPD basis

```
20
Properties=species:S:1:pos:R:3:forces:R:3
C 0.5100 -1.4468 1.1826 2.533 1.680 -1.701
C 1.0250 0.0131 0.8188 -0.565 0.430 -0.008
C 0.0777 0.8657 -0.1227 -1.472 -2.598 -0.829
C -0.9413 0.3339 -0.9500 1.092 0.197 -0.144
N -2.1942 0.9080 -1.1047 1.744 -1.443 -2.244
C 0.2337 2.3273 -0.1455 0.283 1.538 -0.369
N 0.7570 -2.4563 0.0321 -2.497 1.477 -1.171
H -0.4987 -1.2470 1.1628 -2.507 -0.251 0.568
H 0.9126 -1.8089 2.1347 -0.075 -0.183 -0.567
H 2.0939 0.2018 0.5909 -0.303 -0.799 -0.008
H 0.9290 0.4477 1.8459 -0.064 0.181 -0.769
H -0.7391 -0.3700 -1.8171 -0.210 -0.339 1.662
H -2.7554 0.6008 -1.9162 0.335 0.744 1.261
H -2.5389 1.3792 -0.3253 -1.079 0.908 0.845
H 0.7272 2.6846 0.7366 0.115 0.456 0.639
H -0.6957 2.8987 -0.2992 0.358 -0.320 0.245
H 0.8955 2.6510 -1.0041 -0.512 -0.507 0.715
H 1.4447 -2.0369 -0.6072 0.527 -0.987 0.532
H -0.0967 -2.5685 -0.6206 1.119 0.635 1.381
H 0.8538 -3.3775 0.4082 1.179 -0.820 -0.039
```
Forces are in eV/Å.

total charge	+1
orbital gap	7.07	eV
E_tot	-307.4794	hartree
strongest force on any atom	0.068	Eh/bohr
SMILES string	C/C(=C\N)CC[NH3+]
multiplicity	1
M	101.2	g mol⁻¹


Molecular formula: C6H10O
Method: DFT, the ωB97M-V functional and the def2-TZVPD basis

```
17
Properties=species:S:1:pos:R:3:forces:R:3
C -0.7387 1.6253 -0.6569 -0.027 0.064 0.053
C -0.6433 0.1112 -0.7392 -0.048 0.102 -0.024
C 0.7490 -0.4277 -1.1651 0.172 0.099 -0.018
C 0.7654 -1.3340 0.0636 0.223 -0.136 -0.032
O 1.5058 -0.5761 1.0701 0.029 -0.486 0.160
C 0.2766 -0.2150 1.7195 -0.331 0.033 0.307
C -0.5693 -0.7427 0.5672 -0.179 -0.041 0.062
H -1.6726 1.9661 -0.1981 0.071 -0.060 -0.048
H -0.6739 2.0635 -1.6601 -0.035 -0.070 0.144
H 0.0984 2.0309 -0.0761 -0.148 -0.055 -0.045
H -1.4541 -0.2824 -1.3659 0.217 0.016 0.082
H 0.9419 -0.7792 -2.1834 -0.295 -0.125 0.231
H 1.5081 0.2899 -0.8626 0.132 0.320 -0.710
H 1.0089 -2.4034 0.0263 0.054 0.325 0.039
H 0.1689 0.8411 2.0098 0.318 -0.197 -0.167
H 0.1840 -0.8508 2.6050 -0.295 0.190 0.130
H -1.4552 -1.3168 0.8460 0.142 0.022 -0.165
```
Forces are in eV/Å.

orbital gap	10.51	eV
E_tot	-309.7788	hartree
strongest force on any atom	0.015	Eh/bohr
SMILES string	C[C@H]1C[C@H]2OC[C@@H]12
multiplicity	1
M	98.1	g mol⁻¹


Molecular formula: C5H14
Method: DFT, the ωB97M-V functional and the def2-TZVPD basis

```
19
Properties=species:S:1:pos:R:3:forces:R:3
C -1.0393 0.7227 2.4450 0.126 -0.678 0.138
C 0.1387 -0.1886 2.7785 -0.193 -0.355 1.175
H -1.4907 0.3580 1.5291 0.001 0.530 -0.431
H -1.8322 0.6183 3.1886 0.167 0.103 0.163
H -0.7266 1.7615 2.4068 -0.185 0.116 -0.273
H -0.1526 -1.2404 2.7066 0.104 0.051 -0.332
H 1.0579 -0.0168 2.2277 -0.115 0.072 -0.387
H 0.4051 -0.0863 3.8358 0.090 0.185 -0.046
C 0.6252 0.0484 -1.4184 0.039 -0.047 1.195
C -0.7903 -0.4759 -1.1498 0.122 -0.926 -0.338
C 1.1160 -0.0951 -2.8384 0.436 -0.002 -0.680
H 0.7097 1.0738 -1.0457 -0.076 0.077 -0.301
H 1.2744 -0.4895 -0.7188 0.167 -0.145 -0.348
H -0.8253 -1.1060 -0.2597 0.003 0.320 0.222
H 0.6461 -0.9420 -3.3306 -0.109 -0.168 -0.028
H 0.9308 0.7723 -3.4707 -0.267 0.133 0.096
H -1.1328 -1.1567 -1.9313 0.148 0.059 -0.261
H -1.5416 0.2807 -1.0813 -0.426 0.629 0.162
H 2.1927 -0.2685 -2.9221 -0.031 0.047 0.275
```
Forces are in eV/Å.

orbital gap	12.40	eV
E_tot	-198.8771	hartree
strongest force on any atom	0.024	Eh/bohr
SMILES string	CCC.CC
multiplicity	1
M	74.2	g mol⁻¹


Molecular formula: C5H11NO
Method: DFT, the ωB97M-V functional and the def2-TZVPD basis

```
18
Properties=species:S:1:pos:R:3:forces:R:3
C 0.0667 1.1875 -0.3671 0.673 -0.730 2.081
C 0.5444 0.2046 0.4259 0.006 0.169 -2.488
N 1.3201 0.3488 1.5766 0.189 0.972 0.208
C -0.9991 0.8523 -1.3271 -2.345 -0.083 -0.898
C -2.2956 0.2090 -0.6293 0.875 0.105 -0.198
C -3.2139 1.0053 -0.0299 -0.678 -4.856 0.345
H 0.2802 2.2372 -0.1256 -0.227 -0.330 -0.088
H 0.3798 -0.7980 -0.0703 0.257 0.613 1.569
H 2.2467 0.0025 1.4314 0.528 -0.755 0.148
H 1.4742 1.3442 1.8062 -0.520 -0.642 -0.182
H -0.6735 0.3278 -2.2453 -0.054 -0.242 0.639
H -1.3413 1.8059 -1.7106 -0.320 0.261 -0.274
H -2.3724 -0.9521 -0.5854 0.320 2.265 0.258
H -3.9859 0.3835 0.6033 1.205 1.848 -1.321
H -3.3458 2.0198 -0.2527 0.098 1.391 0.233
H 3.8973 -3.4234 -0.3663 -0.191 -0.070 0.319
H 3.2080 -2.1170 -0.1040 -0.137 -0.046 0.157
O 3.2971 -3.0030 0.2684 0.321 0.129 -0.509
```
Forces are in eV/Å.

orbital gap	8.98	eV
E_tot	-327.0146	hartree
strongest force on any atom	0.096	Eh/bohr
SMILES string	C=CC/C=C/N.O
multiplicity	1
M	101.1	g mol⁻¹